A cluster of 2 separate species, C6H12O in total. Source: the OMol25 dataset; level of theory: wB97M-V/def2-TZVPD.

Output
SMILES string = C=COC.C=CC
Relative energy (zero: lowest compared OMol25 entry of this formula, charge and spin) = 130.8 kcal/mol
Gap between HOMO and LUMO = 7.17 eV

Structure (XYZ):
```
19
C6H12O, DFT wB97M-V/def2-TZVPD
C -1.118 -0.303 -2.086
O -1.220 0.042 -0.706
C -0.603 -0.758 0.207
C 0.375 -1.748 -0.086
C 1.035 -0.316 1.367
C 0.186 0.803 1.373
C 0.488 2.040 0.581
H -1.821 -1.109 -2.326
H -0.113 -0.621 -2.372
H -1.396 0.595 -2.640
H -1.273 -1.002 1.027
H 0.180 -2.762 0.247
H 1.084 -1.612 -0.893
H 1.992 -0.256 0.857
H 1.013 -1.026 2.189
H -0.557 0.882 2.163
H 0.946 2.827 1.200
H 1.190 1.824 -0.234
H -0.416 2.463 0.126
```

Atom charges from the Mulliken analysis, given in e for atoms 1 to 8: number 1, C, carries -0.69; number 2, O, carries -0.26; number 3, C, carries 0.17; number 4, C, carries -1.11; number 5, C, carries -0.52; number 6, C, carries -0.11; number 7, C, carries -1.15; number 8, H, carries 0.28

A cluster of 2 separate species, C6H12O in total. Source: the OMol25 dataset; level of theory: wB97M-V/def2-TZVPD.

Output
SMILES string = C=COC.C=CC
Relative energy (zero: lowest compared OMol25 entry of this formula, charge and spin) = 131.8 kcal/mol
Gap between HOMO and LUMO = 6.97 eV

Structure (XYZ):
```
19
C6H12O, DFT wB97M-V/def2-TZVPD
C -0.175 -0.584 2.358
O 0.643 -0.284 1.224
C 0.364 -0.912 0.057
C -0.885 -1.474 -0.312
C -0.297 -0.012 -1.767
C 0.749 0.748 -1.228
C 0.503 2.049 -0.530
H 0.102 -1.561 2.771
H -1.241 -0.592 2.126
H 0.039 0.187 3.101
H 1.251 -1.385 -0.350
H -0.888 -2.516 -0.604
H -1.797 -1.064 0.099
H -1.308 0.384 -1.786
H -0.109 -0.738 -2.552
H 1.752 0.544 -1.587
H 0.647 2.907 -1.200
H -0.524 2.105 -0.149
H 1.173 2.181 0.328
```

Atom charges from the Mulliken analysis, given in e for atoms 1 to 8: number 1, C, carries -0.69; number 2, O, carries -0.25; number 3, C, carries 0.18; number 4, C, carries -1.16; number 5, C, carries -0.49; number 6, C, carries -0.17; number 7, C, carries -1.14; number 8, H, carries 0.28

A cluster of 2 separate species, C6H12O in total. Source: the OMol25 dataset; level of theory: wB97M-V/def2-TZVPD.

Output
Relative energy (zero: lowest compared OMol25 entry of this formula, charge and spin) = 148.5 kcal/mol
Gap between HOMO and LUMO = 7.48 eV

Structure (XYZ):
```
19
C6H12O, DFT wB97M-V/def2-TZVPD
C 1.599 0.966 1.125
O 1.893 -0.150 -0.441
C 0.775 -1.035 -0.598
C -0.501 -0.201 -0.362
C -0.153 1.239 -0.605
C -1.808 -0.867 -0.664
C -1.407 -0.615 0.767
H 2.439 0.407 1.516
H 0.653 0.777 1.618
H 1.800 2.019 0.957
H 0.785 -1.425 -1.627
H 0.906 -1.868 0.097
H 1.428 0.733 -0.779
H -0.662 1.939 0.061
H -0.289 1.545 -1.649
H -1.797 -1.900 -1.011
H -2.597 -0.257 -1.095
H -1.134 -1.475 1.380
H -1.930 0.169 1.310
```

Atom charges from the Mulliken analysis, given in e for atoms 1 to 8: number 1, C, carries -0.61; number 2, O, carries -0.49; number 3, C, carries -0.53; number 4, C, carries 1.43; number 5, C, carries -1.79; number 6, C, carries -0.72; number 7, C, carries -1.01; number 8, H, carries 0.29

An isolated molecule of C6H12O. Source: the OMol25 dataset; level of theory: wB97M-V/def2-TZVPD.

Output
SMILES string = CC(C)=C[C@H](C)O
Relative energy (zero: lowest compared OMol25 entry of this formula, charge and spin) = 48.6 kcal/mol
Gap between HOMO and LUMO = 9.64 eV

Structure (XYZ):
```
19
C6H12O, DFT wB97M-V/def2-TZVPD
C -0.954 0.235 0.145
C 2.087 -1.287 0.089
C -1.637 0.371 -1.200
C -1.947 0.265 1.287
C 1.367 -0.063 -0.461
C 0.357 0.539 0.424
O 2.313 0.858 -0.954
H 2.459 1.546 -0.289
H 0.564 -0.522 -1.227
H 0.676 0.928 1.390
H 1.990 -1.401 1.174
H 1.682 -2.201 -0.354
H 3.157 -1.298 -0.138
H -2.231 1.292 -1.236
H -1.457 0.210 2.263
H -2.314 -0.474 -1.364
H -0.938 0.402 -2.036
H -2.542 1.184 1.278
H -2.632 -0.586 1.208
```

Atom charges from the Mulliken analysis, given in e for atoms 1 to 8: number 1, C, carries 0.58; number 2, C, carries -1.30; number 3, C, carries -1.25; number 4, C, carries -1.43; number 5, C, carries 0.91; number 6, C, carries -0.68; number 7, O, carries -0.56; number 8, H, carries 0.33

An isolated molecule of C6H12O. Source: the OMol25 dataset; level of theory: wB97M-V/def2-TZVPD.

Output
SMILES string = CC[C@H]1C[C@]1(C)O
Relative energy (zero: lowest compared OMol25 entry of this formula, charge and spin) = 23.4 kcal/mol
Gap between HOMO and LUMO = 10.68 eV

Structure (XYZ):
```
19
C6H12O, DFT wB97M-V/def2-TZVPD
C -0.554 2.169 0.148
C 0.157 1.221 -0.814
C -0.425 -0.178 -0.798
C 0.416 -1.372 -1.181
C -0.042 -1.205 0.238
C 0.892 -0.861 1.374
O -1.020 -2.155 0.589
H -0.157 3.187 0.082
H -0.445 1.825 1.183
H -1.625 2.220 -0.080
H 1.232 1.192 -0.591
H 0.080 1.612 -1.835
H -1.464 -0.227 -1.126
H 1.461 -1.215 -1.427
H -0.074 -2.179 -1.718
H 1.319 -1.780 1.787
H 0.336 -0.355 2.175
H 1.709 -0.202 1.064
H -1.796 -1.696 0.929
```

Atom charges from the Mulliken analysis, given in e for atoms 1 to 8: number 1, C, carries -1.12; number 2, C, carries -0.58; number 3, C, carries -0.32; number 4, C, carries -0.99; number 5, C, carries 1.13; number 6, C, carries -1.38; number 7, O, carries -0.60; number 8, H, carries 0.37

A cluster of 2 separate species, C6H12O in total. Source: the OMol25 dataset; level of theory: wB97M-V/def2-TZVPD.

Output
SMILES string = C=CCC.CC=O
Relative energy (zero: lowest compared OMol25 entry of this formula, charge and spin) = 32.8 kcal/mol
Gap between HOMO and LUMO = 10.44 eV

Structure (XYZ):
```
19
C6H12O, DFT wB97M-V/def2-TZVPD
C 1.895 0.413 -0.632
C 1.229 -0.963 -0.529
C 0.749 -1.297 0.859
C -0.406 -1.890 1.148
O -2.354 -0.238 -0.717
C -1.980 0.908 -0.801
C -1.409 1.701 0.346
H 2.460 0.512 -1.565
H 1.160 1.224 -0.599
H 2.594 0.573 0.198
H 0.392 -1.039 -1.235
H 1.440 -1.052 1.669
H 1.960 -1.726 -0.833
H -0.674 -2.140 2.172
H -1.130 -2.137 0.376
H -2.067 1.448 -1.768
H -0.883 1.033 1.034
H -0.743 2.492 -0.013
H -2.234 2.180 0.888
```

Atom charges from the Mulliken analysis, given in e for atoms 1 to 8: number 1, C, carries -0.93; number 2, C, carries -0.19; number 3, C, carries -0.17; number 4, C, carries -0.75; number 5, O, carries -0.45; number 6, C, carries 0.13; number 7, C, carries -0.84; number 8, H, carries 0.34

An isolated molecule of C6H12O. Source: the OMol25 dataset; level of theory: wB97M-V/def2-TZVPD.

Output
SMILES string = C=CCCCOC
Relative energy (zero: lowest compared OMol25 entry of this formula, charge and spin) = 61.7 kcal/mol
Gap between HOMO and LUMO = 9.17 eV

Structure (XYZ):
```
19
C6H12O, DFT wB97M-V/def2-TZVPD
C -0.595 -0.580 1.798
C -1.662 -1.080 -0.635
C -0.446 -0.729 -1.051
C -0.029 0.682 -1.386
C 1.346 1.018 -0.807
C 1.335 0.562 0.675
O 0.523 -0.603 0.853
H -1.122 -1.553 1.875
H -0.086 -0.396 2.729
H -1.405 0.166 1.656
H -1.921 -2.119 -0.471
H -2.435 -0.331 -0.505
H 0.294 -1.489 -1.298
H -0.031 0.761 -2.479
H -0.775 1.388 -0.999
H 1.572 2.096 -0.876
H 2.139 0.517 -1.383
H 2.358 0.327 1.003
H 0.938 1.364 1.302
```

Atom charges from the Mulliken analysis, given in e for atoms 1 to 8: number 1, C, carries -0.82; number 2, C, carries -1.22; number 3, C, carries 0.22; number 4, C, carries -0.59; number 5, C, carries -0.53; number 6, C, carries -0.52; number 7, O, carries -0.29; number 8, H, carries 0.27

A cluster of 2 separate species, C6H12O in total. Source: the OMol25 dataset; level of theory: wB97M-V/def2-TZVPD.

Output
Relative energy (zero: lowest compared OMol25 entry of this formula, charge and spin) = 142.9 kcal/mol
Gap between HOMO and LUMO (spin up / spin down) = 7.92 / 7.92 eV

Structure (XYZ):
```
19
C6H12O, DFT wB97M-V/def2-TZVPD
C -2.399 -0.840 -1.525
C -1.680 0.001 -0.477
O -0.690 -0.749 0.212
C 0.574 0.533 1.228
C 1.803 0.114 1.918
C 1.838 0.940 0.647
C 1.675 0.028 -0.533
H -2.863 -1.716 -1.060
H -1.694 -1.188 -2.287
H -3.183 -0.256 -2.025
H -2.398 0.368 0.271
H -1.216 0.885 -0.949
H -0.313 1.027 1.610
H 2.163 -0.912 1.919
H 1.969 0.643 2.862
H 2.251 1.949 0.642
H 1.384 0.570 -1.440
H 2.472 -0.709 -0.689
H 0.267 -0.689 -0.299
```

Atom charges from the Mulliken analysis, given in e for atoms 1 to 8: number 1, C, carries -1.20; number 2, C, carries -0.23; number 3, O, carries -0.56; number 4, C, carries -0.07; number 5, C, carries -0.55; number 6, C, carries 0.11; number 7, C, carries -1.34; number 8, H, carries 0.30

A cluster of 2 separate species, C6H12O in total. Source: the OMol25 dataset; level of theory: wB97M-V/def2-TZVPD.

Output
SMILES string = C=CCC(=C)C.O
Relative energy (zero: lowest compared OMol25 entry of this formula, charge and spin) = 47.3 kcal/mol
Gap between HOMO and LUMO = 10.23 eV

Structure (XYZ):
```
19
C6H12O, DFT wB97M-V/def2-TZVPD
C -1.767 -0.680 0.680
C -0.801 -0.122 -0.382
C -0.803 -0.618 -1.603
C 0.062 1.032 0.077
C 0.896 0.762 1.277
C 1.048 1.619 2.276
H -1.917 0.046 1.474
H -1.439 -1.644 1.063
H -2.718 -0.768 0.153
H -1.330 -1.556 -1.778
H -0.477 -0.176 -2.537
H 0.622 1.318 -0.825
H -0.539 1.938 0.237
H 1.391 -0.205 1.178
H 0.528 2.571 2.185
H 1.443 1.370 3.248
H 1.181 -1.458 -2.346
H 2.608 -1.891 -2.523
O 2.009 -1.539 -1.854
```

Atom charges from the Mulliken analysis, given in e for atoms 1 to 8: number 1, C, carries -1.32; number 2, C, carries 0.82; number 3, C, carries -1.32; number 4, C, carries -0.79; number 5, C, carries -0.08; number 6, C, carries -0.73; number 7, H, carries 0.36; number 8, H, carries 0.29

An isolated molecule of C6H12O. Source: the OMol25 dataset; level of theory: wB97M-V/def2-TZVPD.

Output
SMILES string = C/C=C/CCCO
Relative energy (zero: lowest compared OMol25 entry of this formula, charge and spin) = 68.9 kcal/mol
Gap between HOMO and LUMO = 9.56 eV

Structure (XYZ):
```
19
C6H12O, DFT wB97M-V/def2-TZVPD
C 0.431 0.791 -2.241
O 0.681 2.239 -2.488
C -0.047 0.392 -0.851
C 0.098 -1.000 -0.493
C -0.264 -1.355 0.929
C -0.783 -0.612 1.988
C -0.357 -0.748 3.466
H 1.276 0.204 -2.675
H -0.439 0.578 -2.850
H 1.546 2.502 -2.931
H -1.233 0.662 -0.829
H 0.495 0.997 -0.022
H 1.052 -1.391 -0.780
H -0.552 -1.635 -1.089
H 0.170 -2.321 1.114
H -1.477 0.229 1.827
H 0.658 -1.182 3.389
H -0.350 0.172 4.134
H -1.064 -1.531 3.834
```

Atom charges from the Mulliken analysis, given in e for atoms 1 to 8: number 1, C, carries -0.61; number 2, O, carries -0.56; number 3, C, carries -0.19; number 4, C, carries -0.43; number 5, C, carries -0.60; number 6, C, carries -0.11; number 7, C, carries -1.00; number 8, H, carries 0.37

An isolated molecule of C6H12O. Source: the OMol25 dataset; level of theory: wB97M-V/def2-TZVPD.

Output
SMILES string = COCC1(C)CC1
Relative energy (zero: lowest compared OMol25 entry of this formula, charge and spin) = 71.0 kcal/mol
Gap between HOMO and LUMO = 9.84 eV

Structure (XYZ):
```
19
C6H12O, DFT wB97M-V/def2-TZVPD
C -0.590 -2.704 0.764
O 0.233 -1.670 0.300
C -0.219 -0.403 0.710
C 0.449 0.731 -0.091
C 1.091 0.313 -1.433
C -0.395 1.882 -0.627
C 0.298 2.045 0.655
H -1.621 -2.583 0.395
H -0.623 -2.746 1.865
H -0.182 -3.646 0.388
H -1.311 -0.332 0.570
H -0.037 -0.299 1.799
H 0.372 0.441 -2.272
H 1.262 -0.749 -1.367
H 1.988 0.857 -1.721
H -1.446 1.695 -0.762
H 0.076 2.410 -1.460
H -0.394 1.951 1.492
H 1.050 2.809 0.793
```

Atom charges from the Mulliken analysis, given in e for atoms 1 to 8: number 1, C, carries -0.71; number 2, O, carries -0.32; number 3, C, carries -0.88; number 4, C, carries 1.13; number 5, C, carries -1.43; number 6, C, carries -0.93; number 7, C, carries -0.60; number 8, H, carries 0.32

An isolated molecule of C6H12O. Source: the OMol25 dataset; level of theory: wB97M-V/def2-TZVPD.

Output
Relative energy (zero: lowest compared OMol25 entry of this formula, charge and spin) = 119.8 kcal/mol
Gap between HOMO and LUMO = 8.03 eV

Structure (XYZ):
```
19
C6H12O, DFT wB97M-V/def2-TZVPD
C 1.071 1.101 -1.743
C 0.750 1.183 -0.359
C -0.698 1.319 0.076
O -0.986 0.624 1.249
C -0.501 -0.729 1.156
C -1.384 -1.580 0.246
C 0.929 -0.677 0.681
H 0.291 0.846 -2.452
H 1.143 0.026 -0.757
H 2.053 1.378 -2.104
H 1.490 1.640 0.294
H -0.877 2.382 0.269
H -1.346 1.013 -0.760
H -0.591 -1.098 2.185
H -2.439 -1.459 0.507
H -1.117 -2.637 0.353
H -1.253 -1.316 -0.811
H 1.248 -1.595 0.168
H 1.645 -0.427 1.467
```

Atom charges from the Mulliken analysis, given in e for atoms 1 to 8: number 1, C, carries -1.11; number 2, C, carries 0.48; number 3, C, carries -0.71; number 4, O, carries -0.43; number 5, C, carries 0.62; number 6, C, carries -1.36; number 7, C, carries -1.48; number 8, H, carries 0.27

An isolated molecule of C6H12O2. Source: the OMol25 dataset; level of theory: wB97M-V/def2-TZVPD.

Output
SMILES string = CCCCCC(=O)O
Relative energy (zero: lowest compared OMol25 entry of this formula, charge and spin) = 59.5 kcal/mol
Gap between HOMO and LUMO = 11.25 eV

Structure (XYZ):
```
20
C6H12O2, DFT wB97M-V/def2-TZVPD
O 1.033 -1.230 -1.911
C 0.262 -1.584 -1.103
O -0.616 -2.695 -1.070
C -0.042 -1.081 0.281
C 0.948 0.234 0.537
C 0.280 1.484 0.003
C -0.913 1.927 0.739
C -0.674 2.618 2.081
H -0.394 -3.430 -1.730
H -1.171 -0.697 0.469
H 0.058 -1.698 1.143
H 1.822 0.014 0.011
H 1.115 0.268 1.707
H -0.067 1.328 -1.032
H 1.095 2.057 -0.118
H -1.505 2.745 0.195
H -1.643 0.973 0.736
H -0.773 1.815 2.851
H -1.333 3.327 2.156
H 0.301 3.106 2.234
```

Atom charges from the Mulliken analysis, given in e for atoms 1 to 8: number 1, O, carries -0.48; number 2, C, carries 0.58; number 3, O, carries -0.47; number 4, C, carries -0.61; number 5, C, carries -0.61; number 6, C, carries -0.71; number 7, C, carries 0.00; number 8, C, carries -1.35